Record 1
{"formula": "C4H8O3", "method": "wB97M-V/def2-TZVPD", "max_force_ev_per_a": 0.483, "homo_ev": -10.39, "gap_ev": 11.23, "smiles": "COC(=O)[C@@H](C)O", "species": ["C", "O", "C", "O", "C", "C", "O", "H", "H", "H", "H", "H", "H", "H", "H"], "xyz": [[-1.885, -1.596, 0.677], [-0.743, -0.757, 0.872], [-0.561, 0.199, -0.049], [-1.287, 0.381, -0.998], [0.719, 0.986, 0.204], [1.880, 0.271, -0.487], [0.588, 2.313, -0.239], [-2.802, -1.003, 0.697], [-1.868, -2.308, 1.502], [-1.818, -2.118, -0.280], [0.890, 1.038, 1.282], [2.053, -0.725, -0.069], [2.784, 0.874, -0.372], [1.663, 0.165, -1.557], [0.387, 2.280, -1.184]], "forces_ev_per_a": [[-0.2, -0.1, 0.0], [0.1, 0.2, -0.1], [-0.1, 0.1, -0.3], [0.3, -0.1, 0.4], [0.1, -0.2, 0.2], [0.0, 0.0, 0.0], [0.0, 0.0, -0.2], [0.1, -0.1, 0.0], [0.0, 0.1, -0.1], [0.0, 0.1, 0.1], [0.0, 0.0, -0.1], [-0.1, 0.1, 0.0], [-0.1, -0.1, 0.0], [0.0, 0.0, 0.1], [-0.1, 0.1, 0.1]]}



Record 2
{"formula": "C4H8O3P", "method": "wB97M-V/def2-TZVPD", "max_force_ev_per_a": 6.920, "charge": 1, "homo_ev": -14.75, "gap_ev": 10.32, "species": ["C", "C", "C", "C", "O", "O", "O", "P", "H", "H", "H", "H", "H", "H", "H", "H"], "xyz": [[-1.376, 1.171, 0.011], [-0.648, -0.809, 1.476], [-1.390, -0.427, 0.137], [2.322, -0.004, -1.256], [0.062, 1.495, -0.125], [0.739, -0.807, 1.099], [-0.582, -0.883, -0.863], [0.836, -0.328, -0.361], [-1.805, 1.451, -0.952], [-1.715, 1.596, 1.064], [-0.858, -0.079, 2.244], [-1.061, -1.762, 1.812], [-2.354, -0.952, -0.020], [2.612, 1.010, -0.815], [2.097, 0.016, -2.331], [3.120, -0.690, -1.120]], "forces_ev_per_a": [[1.4, -1.1, 1.7], [-2.3, 0.0, -0.7], [-2.2, 1.8, 2.1], [-0.1, 1.0, 0.2], [1.0, -4.4, -0.4], [1.6, -0.9, 1.0], [3.4, -1.0, -2.8], [-4.1, 5.6, 0.4], [-0.7, 0.4, 0.6], [0.2, -0.4, -2.7], [0.4, 0.3, 0.1], [1.1, -0.3, 0.0], [0.4, 0.7, 0.5], [-0.4, -1.1, -0.8], [-0.2, 0.4, 0.3], [0.6, -0.8, 0.4]]}



Record 3
{"formula": "C4H8O3Pb", "method": "wB97M-V/def2-TZVPD", "max_force_ev_per_a": 1.594, "homo_ev": [-5.10, -4.50], "gap_ev": [5.68, 4.68], "species": ["O", "C", "O", "C", "C", "O", "C", "Pb", "H", "H", "H", "H", "H", "H", "H", "H"], "xyz": [[-0.295, -1.721, 0.779], [0.031, -0.975, 1.708], [-0.144, 0.354, 1.649], [-1.206, 0.926, 0.878], [-0.623, 1.706, -0.274], [0.173, 0.859, -1.082], [0.848, 1.545, -2.123], [-0.238, -1.444, -1.420], [0.847, -1.216, 2.409], [-1.734, 1.619, 1.543], [-1.918, 0.162, 0.540], [0.010, 2.522, 0.111], [-1.445, 2.150, -0.859], [1.423, 0.803, -2.691], [0.127, 2.038, -2.792], [1.535, 2.288, -1.695]], "forces_ev_per_a": [[-0.2, -0.7, 0.3], [0.9, 0.1, 0.3], [-0.1, 1.0, 0.4], [0.0, -0.4, 0.2], [-0.1, 0.5, 0.1], [0.1, 0.7, 0.2], [0.1, 0.2, -0.2], [-0.3, -1.0, -1.2], [-0.6, -0.1, 0.0], [0.1, -0.1, -0.2], [0.3, 0.1, 0.0], [-0.1, -0.2, -0.1], [0.2, -0.1, 0.0], [-0.1, 0.1, 0.2], [0.2, -0.1, 0.2], [-0.2, -0.1, -0.1]]}